Entry 1:
The following is a quantum chemistry calculation of C32H51N2O2P2W as an isolated structure, from OMol25.

Geometry (Å):
C1 -2.29 -1.68 -0.87
C2 -1.04 -0.15 -2.20
C3 -3.16 -1.90 -1.92
C4 -1.92 -0.30 -3.26
C5 -3.00 -1.18 -3.09
H1 -3.96 -2.64 -1.80
H2 -1.75 0.24 -4.19
H3 -3.72 -1.29 -3.90
N1 -1.22 -0.86 -1.05
P1 -1.56 -1.32 1.82
P2 1.78 0.03 -1.42
C6 -2.39 -2.32 0.48
H4 -3.45 -2.51 0.69
H5 -1.88 -3.30 0.45
C7 0.12 0.79 -2.10
H6 0.32 1.23 -3.09
C8 3.01 1.50 -1.29
C9 2.43 -1.23 -2.68
C10 -2.75 0.08 2.22
C11 -1.30 -2.48 3.32
C12 3.07 1.92 0.19
H7 3.55 1.14 0.82
H8 3.68 2.84 0.26
H9 2.08 2.14 0.61
C13 4.44 1.14 -1.74
H10 4.89 0.35 -1.12
H11 4.50 0.85 -2.80
H12 5.07 2.04 -1.63
C14 2.55 2.72 -2.12
H13 3.39 3.43 -2.18
H14 2.27 2.46 -3.15
H15 1.71 3.25 -1.65
C15 3.69 -1.88 -2.07
H16 3.70 -1.81 -0.97
H17 3.70 -2.94 -2.33
H18 4.61 -1.43 -2.46
C16 1.37 -2.32 -2.93
H19 1.07 -2.81 -1.99
H20 0.49 -1.92 -3.45
H21 1.84 -3.09 -3.57
C17 2.71 -0.48 -4.00
H22 2.45 0.59 -3.97
H23 3.77 -0.57 -4.29
H24 2.12 -0.94 -4.81
C18 -0.66 -1.69 4.48
H25 -0.19 -2.42 5.15
H26 0.13 -1.01 4.12
H27 -1.41 -1.14 5.07
C19 -0.34 -3.62 2.97
H28 -0.64 -4.18 2.07
H29 0.69 -3.27 2.83
H30 -0.33 -4.32 3.82
C20 -2.65 -3.09 3.76
H31 -2.47 -4.11 4.13
H32 -3.11 -2.53 4.58
H33 -3.37 -3.18 2.93
C21 -3.07 0.99 1.00
H34 -4.14 1.27 1.01
H35 -2.47 1.91 1.02
H36 -2.91 0.48 0.04
C22 -2.13 0.94 3.33
H37 -1.08 1.21 3.10
H38 -2.71 1.87 3.42
H39 -2.16 0.43 4.31
C23 -4.09 -0.50 2.70
H40 -4.53 -1.19 1.96
H41 -4.00 -1.02 3.66
H42 -4.79 0.33 2.83
W1 0.23 -0.57 0.43
C24 1.33 -2.18 0.52
O1 1.87 -3.24 0.47
N2 -0.12 1.39 0.23
C25 -0.23 1.81 -0.99
C26 -0.78 3.14 -1.30
C27 -0.69 4.13 -0.31
C28 -1.40 3.40 -2.53
C29 -1.17 5.41 -0.57
H43 -0.24 3.86 0.65
C30 -1.90 4.68 -2.78
H44 -1.50 2.59 -3.26
C31 -1.77 5.67 -1.80
H45 -1.07 6.18 0.19
H46 -2.39 4.87 -3.73
H47 -2.15 6.67 -2.01
C32 3.40 -1.22 2.95
O2 2.33 -0.29 3.19
H48 2.96 -2.19 2.72
H49 4.06 -1.33 3.83
H50 4.01 -0.92 2.07
H51 2.69 0.60 2.98

For the gap between HOMO and LUMO (spin up / spin down), the calculation gives 5.60 / 6.13 eV. Its spin multiplicity is 3. As for the LUMO energy (spin up / spin down): -11.80 / -11.42 eV. As for the charge: +3.

Atom charges from the Mulliken analysis, given in e for atoms 1 to 5:
1 C 0.52
2 C -0.35
3 C -0.88
4 C -0.46
5 C -1.11



Entry 2:
The following is a quantum chemistry calculation of C32H51N2RuSe3SiTe as an isolated structure, from OMol25.

Geometry (Å):
Ru1 -0.05 0.19 0.93
C1 3.59 0.95 -1.71
C2 4.05 0.20 -0.49
C3 5.16 -0.63 -0.58
C4 5.65 -1.29 0.53
C5 5.02 -1.14 1.76
C6 3.89 -0.34 1.89
C7 3.24 -0.19 3.24
C8 3.42 0.33 0.76
N1 2.21 1.12 0.82
C9 2.30 2.39 0.75
C10 3.58 3.16 0.78
C11 1.04 3.21 0.51
C12 1.09 4.67 0.80
N2 0.07 2.59 -0.02
C13 -1.09 3.29 -0.50
C14 -1.22 3.39 -1.89
C15 -0.12 2.95 -2.82
C16 -2.37 3.97 -2.41
C17 -3.37 4.44 -1.57
C18 -3.21 4.37 -0.20
C19 -2.06 3.81 0.36
C20 -1.91 3.79 1.85
H1 3.79 0.37 -2.61
H2 4.13 1.90 -1.82
H3 2.52 1.18 -1.68
H4 5.65 -0.74 -1.53
H5 6.52 -1.93 0.45
H6 5.41 -1.64 2.63
H7 3.83 -0.68 4.00
H8 2.24 -0.63 3.25
H9 3.13 0.86 3.52
H10 4.44 2.51 0.90
H11 3.56 3.87 1.61
H12 3.70 3.75 -0.13
H13 1.20 4.83 1.88
H14 0.18 5.17 0.47
H15 1.94 5.15 0.32
H16 0.15 1.91 -2.68
H17 0.79 3.55 -2.65
H18 -0.42 3.09 -3.85
H19 -2.48 4.05 -3.48
H20 -4.27 4.88 -1.99
H21 -3.97 4.75 0.46
H22 -2.86 3.54 2.33
H23 -1.61 4.77 2.22
H24 -1.17 3.06 2.19
Se1 -2.40 0.35 0.49
Se2 -3.69 0.06 2.42
Te1 -2.24 0.75 4.34
Se3 -0.03 0.81 3.35
C21 -0.48 -4.48 0.74
C22 -0.40 -2.98 1.08
C23 -0.85 -2.80 2.54
C24 1.09 -2.61 1.00
Si1 -1.48 -1.92 -0.13
C25 -3.24 -2.74 -0.29
C26 -3.15 -3.94 -1.26
C27 -3.76 -3.28 1.05
C28 -4.35 -1.83 -0.84
C29 -0.68 -1.63 -1.87
C30 -0.17 -2.94 -2.49
C31 0.54 -0.70 -1.79
C32 -1.68 -0.98 -2.83
H25 0.21 -5.01 1.41
H26 -0.18 -4.70 -0.28
H27 -1.47 -4.90 0.91
H28 -0.19 -3.38 3.19
H29 -1.86 -3.14 2.71
H30 -0.79 -1.76 2.87
H31 1.64 -3.21 1.74
H32 1.32 -1.57 1.26
H33 1.53 -2.82 0.03
H34 -2.35 -4.64 -1.03
H35 -3.04 -3.62 -2.29
H36 -4.09 -4.50 -1.20
H37 -3.18 -4.13 1.42
H38 -4.78 -3.64 0.90
H39 -3.79 -2.52 1.83
H40 -4.07 -1.25 -1.72
H41 -4.72 -1.13 -0.09
H42 -5.20 -2.45 -1.12
H43 0.64 -3.39 -1.92
H44 0.23 -2.72 -3.49
H45 -0.95 -3.69 -2.62
H46 1.36 -1.11 -1.21
H47 0.28 0.29 -1.39
H48 0.92 -0.53 -2.80
H49 -2.52 -1.63 -3.06
H50 -1.17 -0.76 -3.77
H51 -2.07 -0.03 -2.44

For the gap between HOMO and LUMO (spin up / spin down), the calculation gives 6.80 / 5.70 eV. Its spin multiplicity is 5. As for the LUMO energy (spin up / spin down): -3.13 / -4.77 eV. As for the charge: +1.

Atom charges from the Mulliken analysis, given in e for atoms 1 to 5:
1 Ru 0.46
2 C -1.58
3 C 1.80
4 C -1.09
5 C -1.03



Entry 3:
The following is a quantum chemistry calculation of C32H51N4OP2SSn as an isolated structure, from OMol25.

Geometry (Å):
C1 -2.13 -0.86 1.76
C2 -2.34 -0.56 -0.55
C3 -3.49 -1.12 1.89
C4 -3.72 -0.76 -0.48
C5 -4.29 -1.04 0.76
H1 -3.88 -1.36 2.88
H2 -4.31 -0.67 -1.40
H3 -5.36 -1.20 0.84
N1 -1.56 -0.66 0.55
P1 0.21 0.36 2.80
P2 0.01 -1.03 -2.14
C6 -1.24 -0.78 2.99
H4 -1.85 -0.47 3.86
H5 -0.85 -1.78 3.22
C7 -1.65 -0.08 -1.80
H6 -2.31 -0.17 -2.68
C8 0.87 -0.18 -3.63
C9 -0.36 -2.85 -2.48
C10 -0.41 2.14 2.87
C11 1.57 -0.07 4.04
C12 1.97 0.75 -3.09
H7 2.83 0.18 -2.69
H8 2.34 1.37 -3.92
H9 1.61 1.42 -2.30
C13 1.53 -1.19 -4.57
H10 2.34 -1.75 -4.08
H11 0.82 -1.90 -5.00
H12 1.99 -0.63 -5.40
C14 -0.13 0.66 -4.44
H13 0.34 0.88 -5.42
H14 -1.07 0.15 -4.64
H15 -0.35 1.62 -3.96
C15 1.00 -3.59 -2.61
H16 1.80 -3.07 -2.07
H17 0.92 -4.60 -2.17
H18 1.29 -3.72 -3.66
C16 -1.13 -3.47 -1.30
H19 -0.63 -3.28 -0.34
H20 -2.17 -3.10 -1.25
H21 -1.17 -4.56 -1.44
C17 -1.21 -2.94 -3.77
H22 -1.47 -1.96 -4.19
H23 -0.70 -3.52 -4.55
H24 -2.16 -3.45 -3.56
C18 2.79 0.83 3.78
H25 3.70 0.33 4.15
H26 2.93 1.04 2.71
H27 2.71 1.78 4.32
C19 2.00 -1.54 3.85
H28 1.16 -2.24 3.88
H29 2.55 -1.70 2.91
H30 2.67 -1.81 4.68
C20 1.02 0.11 5.47
H31 1.47 -0.64 6.14
H32 1.28 1.09 5.89
H33 -0.07 -0.02 5.54
C21 -1.56 2.44 1.86
H34 -2.41 2.91 2.37
H35 -1.23 3.09 1.05
H36 -1.95 1.54 1.38
C22 0.76 3.10 2.59
H37 1.27 2.86 1.65
H38 0.36 4.12 2.48
H39 1.49 3.11 3.41
C23 -0.97 2.38 4.28
H40 -1.76 1.67 4.53
H41 -0.19 2.34 5.04
H42 -1.40 3.39 4.31
Sn1 0.67 0.03 0.29
C24 1.86 -1.90 0.25
O1 1.57 -2.91 0.86
N2 -0.17 1.66 -0.81
C25 -1.19 1.41 -1.54
C26 -1.95 2.57 -2.09
C27 -1.24 3.78 -2.15
C28 -3.28 2.49 -2.51
C29 -1.85 4.92 -2.68
H43 -0.21 3.80 -1.78
C30 -3.90 3.64 -3.01
H44 -3.83 1.54 -2.43
C31 -3.19 4.84 -3.10
H45 -1.29 5.85 -2.76
H46 -4.94 3.58 -3.32
H47 -3.67 5.72 -3.51
N3 4.66 -3.44 0.95
C32 4.54 -2.12 0.89
N4 5.28 -1.37 1.71
S1 3.50 -1.41 -0.37
H48 5.48 -3.83 1.41
H49 4.00 -4.04 0.44
H50 5.06 -0.39 1.89
H51 6.02 -1.82 2.23

For the gap between HOMO and LUMO (spin up / spin down), the calculation gives 4.66 / 4.73 eV. As for the LUMO energy (spin up / spin down): -2.42 / -2.41 eV. As for the charge: +1.

Atom charges from the Mulliken analysis, given in e for atoms 1 to 5:
1 C 0.23
2 C -0.89
3 C -0.92
4 C -0.78
5 C -1.18